# 1
126
Properties=species:S:1:pos:R:3 method="wB97M-V/def2-TZVPD" s2=3.80 de_lowest_kcal_mol=23.09 charge=+1 multiplicity=4 e_lumo_ev="-3.295 / -4.198"
W 1.1358 0.2364 -0.5431
C 1.2970 5.3656 -3.2738
C 2.1962 4.4166 -4.0454
N 2.7438 3.3170 -3.2544
C 2.0099 2.3618 -2.6535
S 2.8899 0.9520 -2.0994
N 0.7094 2.5063 -2.6087
N 0.0972 1.4344 -2.0012
C -1.1517 1.2269 -2.2772
C -1.9432 2.1229 -3.1656
C -1.7084 0.0136 -1.6684
C -2.9687 -0.4833 -1.9869
C -3.4190 -1.6339 -1.3643
C -2.6223 -2.2132 -0.3865
C -1.3736 -1.6786 -0.1264
N -0.8833 -0.6319 -0.7983
H 1.1562 6.2712 -3.8639
H 1.7581 5.6484 -2.3292
H 0.3246 4.9323 -3.0637
H 3.0681 4.9703 -4.3969
H 1.6859 4.0191 -4.9285
H 3.6863 3.0371 -3.4767
H -1.6486 3.1559 -2.9880
H -3.0101 2.0178 -3.0012
H -1.7211 1.9050 -4.2137
H -3.5851 0.0216 -2.7127
H -4.3947 -2.0343 -1.6000
H -2.9477 -3.0731 0.1809
H -0.7330 -2.1065 0.6311
O 1.9983 2.0711 0.3013
N 1.5739 3.3120 0.4889
C 2.5435 4.2576 0.3883
C 2.2754 5.5768 0.6151
C 0.9757 5.9528 0.9578
C 0.0122 4.9817 1.0792
C 0.3135 3.6360 0.8482
S -0.9697 2.4665 0.9869
H 3.5089 3.8516 0.1273
H 3.0755 6.2954 0.5270
H 0.7332 6.9880 1.1488
H -0.9939 5.2238 1.3884
C 4.3746 0.6111 1.1399
P 3.1357 -0.6771 0.8159
C 4.0290 -1.7895 -0.2769
N 5.2887 -2.0596 0.0865
C 5.9461 -2.9343 -0.7560
C 7.2658 -3.2907 -0.4624
C 7.9595 -4.1701 -1.2696
C 7.3439 -4.7176 -2.3966
C 6.0421 -4.3764 -2.7058
C 5.3235 -3.4866 -1.9034
N 4.0257 -3.1646 -2.2560
C 3.4378 -2.2996 -1.4230
P 1.7209 -1.9409 -1.7954
C 0.8685 -3.4226 -1.1492
C 1.4394 -2.1183 -3.6464
C 1.4220 -3.6100 -4.0226
C 0.0766 -1.5261 -4.0004
C 2.5238 -1.4395 -4.4852
C 2.8722 -1.4781 2.4843
C 4.0854 -2.3295 2.8842
C 2.6651 -0.4018 3.5534
C 1.6418 -2.3790 2.4219
H 5.2801 0.0945 1.4623
H 4.0288 1.3183 1.8879
H 4.5794 1.1366 0.2084
H 7.7227 -2.8549 0.4159
H 8.9795 -4.4347 -1.0262
H 7.8841 -5.4078 -3.0297
H 5.5473 -4.7872 -3.5763
H 1.4675 -4.2775 -1.4667
H -0.1460 -3.5358 -1.5246
H 0.8626 -3.4027 -0.0629
H 0.5482 -4.1277 -3.6327
H 2.3294 -4.1155 -3.7018
H 1.3655 -3.6641 -5.1114
H -0.7367 -1.9764 -3.4272
H -0.1193 -1.7317 -5.0544
H 0.0612 -0.4448 -3.8684
H 3.5004 -1.8757 -4.2860
H 2.5702 -0.3680 -4.3180
H 2.2738 -1.6083 -5.5345
H 4.9807 -1.7247 3.0146
H 4.3153 -3.1017 2.1547
H 3.8570 -2.8003 3.8430
H 3.5798 0.1613 3.7316
H 2.4068 -0.9007 4.4900
H 1.8658 0.3019 3.3158
H 1.7706 -3.1733 1.6855
H 0.7345 -1.8091 2.1980
H 1.4912 -2.8517 3.3938
S -0.0538 0.7470 1.6108
Sb -3.8572 0.4013 1.6186
C -3.3882 -0.7244 3.3672
C -3.7756 -2.0316 3.6379
C -3.3178 -2.6888 4.7734
C -2.4599 -2.0472 5.6513
C -2.0601 -0.7445 5.3906
C -2.5184 -0.0929 4.2565
C -5.7820 -0.3104 1.0070
C -6.6833 0.6476 0.5480
C -7.9129 0.2790 0.0245
C -8.2633 -1.0604 -0.0525
C -7.3737 -2.0255 0.3894
C -6.1405 -1.6512 0.9067
C -4.5961 2.1173 2.6435
C -4.4163 3.3773 2.0854
C -4.9471 4.5074 2.6935
C -5.6627 4.3834 3.8731
C -5.8498 3.1290 4.4389
C -5.3225 2.0043 3.8268
H -4.4560 -2.5571 2.9824
H -3.6410 -3.7021 4.9733
H -2.1083 -2.5570 6.5383
H -1.3941 -0.2332 6.0734
H -2.1987 0.9278 4.0747
H -6.4416 1.7020 0.6202
H -8.6023 1.0399 -0.3141
H -9.2256 -1.3491 -0.4522
H -7.6388 -3.0734 0.3367
H -5.4625 -2.4329 1.2248
H -3.8614 3.4870 1.1583
H -4.8056 5.4829 2.2459
H -6.0769 5.2600 4.3514
H -6.4120 3.0287 5.3580
H -5.4768 1.0319 4.2790

=====

# 2
116
Properties=species:S:1:pos:R:3 method="wB97M-V/def2-TZVPD" charge=+1 multiplicity=1 e_lumo_ev=-3.259
C -3.1891 0.6160 -3.8579
C -2.0613 0.1418 -2.9578
C -0.7506 -0.1210 -3.7134
C -2.5093 -1.0841 -2.1503
C -2.7159 -2.2994 -2.8023
C -2.9886 -3.4544 -2.0780
C -2.9944 -3.4146 -0.6851
C -2.8114 -2.2134 -0.0055
C -2.7934 -2.1790 1.5261
C -2.1932 -3.4520 2.1273
C -4.1914 -1.8784 2.0609
C -2.6556 -1.0384 -0.7555
N -2.4302 0.2026 -0.0631
N -1.2263 0.3354 0.5419
N -1.1748 1.6222 0.9300
C 0.0593 2.2229 1.4111
C 0.8000 3.0762 0.5766
C 0.4556 3.2808 -0.9052
C 1.5826 2.7450 -1.7964
C 0.1157 4.7370 -1.2170
C 1.9159 3.7313 1.1053
C 2.3139 3.4969 2.4200
C 1.6115 2.5962 3.2176
C 0.4912 1.9341 2.7081
C -0.2669 0.9517 3.6025
C -0.9877 1.6869 4.7299
C 0.6665 -0.1381 4.1330
C -2.3854 2.2376 0.7652
C -2.6202 3.5927 1.2454
C -3.2318 1.3560 0.1423
C -4.6194 1.5564 -0.0573
H -4.0574 0.8647 -3.2375
H -2.9024 1.5178 -4.4081
H -3.4901 -0.1605 -4.5734
H -1.8577 0.9381 -2.2310
H 0.0349 -0.4296 -3.0099
H -0.8669 -0.9161 -4.4631
H -0.4009 0.7862 -4.2244
H -2.6442 -2.3322 -3.8911
H -3.1916 -4.3891 -2.5923
H -3.1397 -4.3329 -0.1163
H -2.1302 -1.3487 1.8102
H -1.2193 -3.6600 1.6708
H -2.0389 -3.3402 3.2068
H -2.8456 -4.3180 1.9663
H -4.5797 -0.9572 1.6103
H -4.8795 -2.6971 1.8072
H -4.1770 -1.7512 3.1499
H -0.4409 2.6778 -1.1055
H 1.7928 1.6972 -1.5458
H 1.3024 2.7898 -2.8560
H 2.5090 3.3197 -1.6572
H -0.6901 5.0948 -0.5634
H 0.9870 5.3910 -1.0695
H -0.2252 4.8387 -2.2560
H 2.4783 4.4196 0.4655
H 3.1814 4.0168 2.8231
H 1.9240 2.3955 4.2480
H -1.0151 0.4652 2.9624
H -1.6474 2.4635 4.3223
H -1.5961 0.9901 5.3183
H -0.2627 2.1702 5.3996
H 1.1330 -0.6691 3.2939
H 1.4619 0.2951 4.7536
H 0.1068 -0.8652 4.7328
H -3.6901 3.8035 1.1661
H -2.3285 3.7489 2.2974
H -2.0846 4.3284 0.6289
H -5.1376 1.7990 0.8899
H -5.0846 1.0429 -0.8977
C -9.6622 3.2075 5.2277
C -10.9563 3.4984 4.7690
C -11.3504 3.1236 3.4797
C -10.4447 2.4708 2.6315
C -10.8779 2.0640 1.2419
N -9.7438 1.7667 0.3264
C -9.8792 0.5910 -0.5538
C -10.1505 0.8958 -2.0060
C -9.2907 0.3282 -2.9538
C -9.4220 0.6377 -4.3063
C -10.4344 1.5078 -4.7229
C -11.3398 2.0216 -3.7865
C -11.2016 1.7218 -2.4232
C -8.6887 2.5919 0.1893
C -7.6715 2.4339 -0.7690
C -6.3630 2.9622 -0.6430
C -5.6844 3.5419 -1.7929
C -4.5814 4.3871 -1.5616
C -3.6684 4.6665 -2.5663
C -3.9100 4.1746 -3.8598
C -5.1100 3.5088 -4.1498
C -6.0294 3.2323 -3.1314
C -9.1761 2.1381 3.1095
C -8.7829 2.4977 4.4043
H -9.3417 3.5188 6.2227
H -11.6582 4.0136 5.4276
H -12.3628 3.3270 3.1199
H -11.4951 1.1546 1.2841
H -11.5145 2.8522 0.7966
H -8.9349 0.0274 -0.4934
H -10.6722 -0.0414 -0.1298
H -8.4856 -0.3264 -2.6050
H -8.7281 0.1945 -5.0214
H -10.5207 1.7757 -5.7767
H -12.1600 2.6622 -4.1163
H -11.8944 2.1410 -1.6855
H -8.6065 3.4051 0.9284
H -7.9198 1.8719 -1.6751
H -6.1436 3.4279 0.3305
H -4.4375 4.7737 -0.5532
H -2.8010 5.2990 -2.3624
H -3.1752 4.3440 -4.6509
H -5.3493 3.2268 -5.1805
H -6.9895 2.7597 -3.3595
H -8.4760 1.6077 2.4609
H -7.7903 2.2058 4.7525